Entry 1:
{"formula": "C4H11NO3", "method": "ωB97M-V/def2-TZVPD", "lumo_ev": [-4.2, -9.2], "energy_ha": -439.0933, "de_lowest_ev": 2.7047, "max_force_ev_per_a": 4.0, "spin_multiplicity": 2, "total_charge": 1, "gap_ev": [9.39, 4.39], "elements": ["C", "N", "C", "C", "C", "O", "O", "H", "H", "H", "H", "H", "H", "H", "H", "H", "H", "H", "O"], "coordinates": [[0.553, 0.895, -1.124], [-0.213, -0.200, -1.321], [-0.301, -1.046, -2.470], [-0.849, -0.639, -0.082], [-0.749, -2.023, 0.435], [-1.498, -2.210, 1.582], [0.654, 1.456, -0.013], [0.958, 1.476, -1.967], [-1.274, -1.290, -2.770], [0.139, -0.533, -3.341], [0.430, -1.910, -2.425], [-1.938, -0.265, -0.141], [-0.549, 0.029, 0.770], [-0.983, -2.814, -0.295], [0.325, -2.095, 0.711], [-1.632, -1.381, 2.095], [2.179, 3.950, 2.730], [2.786, 4.459, 3.989], [1.961, 4.142, 3.637]], "mulliken_charge": [0.197, 0.270, -0.849, -0.801, -0.266, -0.485, -0.373, 0.384, 0.361, 0.352, 0.373, 0.384, 0.446, 0.342, 0.327, 0.336, 0.293, 0.327, -0.618]}

***

Entry 2:
{"formula": "C6H8N2", "method": "ωB97M-V/def2-TZVPD", "lumo_ev": 0.1, "energy_ha": -342.6698, "de_lowest_ev": 7.1872, "max_force_ev_per_a": 5.8, "spin_multiplicity": 1, "total_charge": 0, "gap_ev": 8.44, "elements": ["C", "C", "C", "C", "C", "C", "N", "N", "H", "H", "H", "H", "H", "H", "H", "H"], "coordinates": [[-0.801, 1.958, 1.323], [0.199, 1.341, 1.679], [0.711, -0.856, -0.029], [-1.143, -0.623, -1.617], [1.263, 0.514, 1.708], [0.108, 0.093, -1.069], [0.184, -2.149, 0.309], [1.317, -2.058, -0.163], [-1.823, 2.285, 1.445], [-1.921, 0.055, -1.474], [-1.370, -1.399, -0.903], [-1.008, -0.959, -2.652], [2.197, 0.884, 1.388], [1.485, -0.306, 2.473], [-0.174, 0.964, -0.531], [0.776, 0.255, -1.888]], "mulliken_charge": [-0.273, 0.243, 0.671, -1.073, -0.960, -0.115, -0.366, -0.370, 0.332, 0.350, 0.354, 0.278, 0.313, 0.315, -0.049, 0.352]}

***

Entry 3:
{"formula": "C28H80N4O10", "method": "ωB97M-V/def2-TZVPD", "lumo_ev": 0.4, "energy_ha": -2084.9931, "de_lowest_ev": 30.0514, "max_force_ev_per_a": 13.6, "spin_multiplicity": 1, "total_charge": 0, "gap_ev": 6.75, "elements": ["C", "C", "O", "H", "H", "H", "H", "H", "H", "C", "C", "O", "H", "H", "H", "H", "H", "H", "C", "C", "O", "H", "H", "H", "H", "H", "H", "C", "C", "O", "H", "H", "H", "H", "H", "H", "C", "C", "O", "H", "H", "H", "H", "H", "H", "C", "C", "O", "H", "H", "H", "H", "H", "H", "C", "C", "C", "O", "C", "N", "H", "H", "H", "H", "H", "H", "H", "H", "H", "H", "H", "C", "C", "C", "O", "C", "N", "H", "H", "H", "H", "H", "H", "H", "H", "H", "H", "H", "C", "C", "C", "O", "C", "N", "H", "H", "H", "H", "H", "H", "H", "H", "H", "H", "H", "C", "C", "C", "O", "C", "N", "H", "H", "H", "H", "H", "H", "H", "H", "H", "H", "H"], "coordinates": [[0.467, 0.530, -2.714], [1.598, -0.506, -2.334], [1.125, -1.770, -1.851], [0.159, 1.097, -1.835], [-0.407, 0.025, -3.124], [0.816, 1.267, -3.437], [2.302, 0.016, -1.686], [2.268, -0.786, -3.147], [1.045, -2.356, -2.607], [-4.707, -0.742, -0.286], [-3.563, -0.288, -1.137], [-4.038, 0.239, -2.347], [-5.123, -1.530, -0.914], [-5.424, 0.049, -0.063], [-4.436, -1.143, 0.690], [-2.966, -1.144, -1.453], [-2.852, 0.359, -0.623], [-4.821, -0.267, -2.574], [0.415, 4.067, 1.898], [0.263, 3.038, 0.719], [0.565, 1.673, 1.050], [0.050, 5.047, 1.589], [1.470, 4.179, 2.148], [-0.091, 3.702, 2.791], [0.811, 3.350, -0.170], [-0.803, 2.957, 0.505], [1.214, 1.503, 0.363], [-2.990, -2.911, 0.070], [-4.383, -3.309, 0.347], [-4.573, -3.923, 1.637], [-2.726, -2.257, -0.762], [-2.391, -3.812, -0.065], [-2.486, -2.465, 0.927], [-4.556, -3.981, -0.494], [-4.995, -2.420, 0.199], [-5.447, -4.309, 1.543], [-1.123, -0.595, -0.190], [0.197, -0.609, 0.597], [0.053, -0.023, 1.878], [-1.774, -1.391, 0.172], [-0.992, -0.862, -1.239], [-1.559, 0.403, -0.152], [0.982, -0.034, 0.104], [0.607, -1.605, 0.763], [0.181, 0.916, 1.724], [3.425, -0.642, 3.933], [2.376, -0.378, 2.838], [1.886, 0.834, 3.272], [3.054, -1.209, 4.786], [3.938, 0.218, 4.365], [4.267, -1.144, 3.456], [1.531, -1.067, 2.808], [2.683, -0.364, 1.792], [1.441, 1.198, 2.503], [-1.435, 1.960, -1.543], [-0.982, 2.611, -2.805], [-2.137, 3.431, -3.482], [-1.571, 3.793, -4.771], [-2.423, 4.566, -5.544], [0.160, 3.375, -2.399], [-1.165, 0.919, -1.368], [-2.491, 1.690, -1.583], [-1.346, 2.367, -0.536], [-0.759, 1.636, -3.238], [-2.363, 4.366, -2.969], [-3.040, 2.834, -3.604], [-2.966, 5.307, -4.959], [-3.131, 3.872, -5.997], [-1.791, 4.908, -6.364], [-0.167, 4.099, -1.775], [0.251, 3.975, -3.207], [4.637, -3.530, -3.327], [3.769, -3.855, -2.093], [3.895, -2.673, -1.057], [3.109, -2.920, 0.103], [2.795, -1.709, 0.770], [2.433, -3.896, -2.493], [4.416, -4.286, -4.081], [5.697, -3.681, -3.127], [4.460, -2.525, -3.709], [3.937, -4.832, -1.640], [3.783, -1.710, -1.556], [4.942, -2.729, -0.758], [2.310, -1.987, 1.705], [2.112, -1.100, 0.178], [3.688, -1.148, 1.046], [2.295, -4.721, -3.060], [2.046, -4.115, -1.586], [-1.791, -1.866, 4.651], [-2.270, -1.361, 3.197], [-3.796, -1.243, 3.127], [-4.317, -2.590, 3.254], [-5.685, -2.813, 3.309], [-1.703, -0.131, 2.841], [-1.921, -1.370, 5.613], [-0.741, -2.159, 4.632], [-2.224, -2.858, 4.774], [-2.003, -2.090, 2.432], [-4.243, -0.922, 2.187], [-4.206, -0.560, 3.870], [-5.919, -2.226, 4.196], [-5.665, -3.897, 3.423], [-6.230, -2.562, 2.399], [-0.786, 0.080, 3.208], [-1.450, -0.104, 1.864], [4.208, 0.808, -0.240], [2.977, 1.096, 0.592], [2.908, 2.664, 0.836], [4.158, 3.093, 1.276], [4.535, 4.454, 0.865], [1.817, 0.803, -0.240], [4.245, -0.246, -0.517], [5.069, 0.960, 0.410], [4.358, 1.503, -1.066], [3.049, 0.641, 1.580], [2.284, 3.037, 1.648], [2.509, 3.053, -0.101], [4.229, 5.158, 1.639], [4.184, 4.755, -0.122], [5.625, 4.457, 0.840], [1.980, -0.056, -0.745], [1.886, 1.384, -1.063]], "mulliken_charge": [-0.886, -0.607, -0.659, -1.327, 0.516, 0.515, -0.139, 0.825, 0.606, -0.955, 1.305, -0.488, 0.692, 0.445, -1.051, 0.250, 0.204, 0.442, -1.594, -0.925, 0.004, 0.508, 0.452, 0.313, -0.036, 1.209, -0.676, -0.804, -0.934, -0.585, 0.738, 0.459, -0.376, 0.399, 0.262, 0.402, -2.675, -0.476, -0.706, -0.293, 2.255, -0.670, -0.838, 1.074, 1.577, -1.818, 0.914, -0.666, 0.375, 0.409, 0.275, 0.297, -0.262, 0.430, 0.000, -0.727, -1.120, -0.352, -0.787, -0.277, 1.235, 1.499, -0.273, 0.368, 0.599, 0.497, 0.306, 0.302, 0.251, 0.407, 0.401, -1.495, -0.059, -0.179, -0.471, -1.055, -0.422, 0.435, 0.368, 0.305, 0.493, -0.360, 0.509, 0.392, 0.463, 1.073, 0.252, 0.246, -1.763, 1.010, -0.788, -0.237, -0.889, -0.289, 0.340, 0.391, 0.476, -0.321, 0.360, 0.629, 0.433, 0.266, 0.183, 0.388, -0.919, -2.684, 1.514, -1.459, -0.450, -0.826, 0.432, 0.739, 0.474, 0.340, -0.280, 0.163, 0.832, 0.296, 0.328, 0.311, -0.407, 0.880]}

***

Entry 4:
{"formula": "C25H31O8S2", "method": "ωB97M-V/def2-TZVPD", "lumo_ev": 2.6, "smiles": "CCCCC(CC(S(=O)(=O)c1ccccc1)=[S@](=O)([O-])c1ccccc1)(C(=O)OCC)C(=O)OCC", "energy_ha": -2369.4557, "de_lowest_ev": 1.4013, "max_force_ev_per_a": 4.6, "spin_multiplicity": 1, "total_charge": -1, "gap_ev": 6.55, "elements": ["C", "C", "C", "C", "C", "C", "O", "O", "C", "C", "C", "O", "O", "C", "C", "H", "H", "H", "H", "H", "H", "H", "H", "H", "H", "H", "H", "H", "H", "H", "H", "H", "H", "H", "C", "C", "C", "C", "S", "C", "C", "S", "C", "C", "C", "C", "C", "C", "O", "O", "O", "O", "C", "C", "H", "H", "H", "H", "H", "H", "H", "H", "H", "H", "H", "H"], "coordinates": [[-2.106, -4.169, 2.524], [-1.083, -3.021, 2.645], [-1.048, -2.152, 1.383], [0.159, -1.240, 1.268], [0.387, -0.099, 2.261], [1.808, 0.486, 1.876], [2.252, 1.502, 2.376], [2.614, -0.272, 1.106], [4.040, 0.125, 1.228], [4.823, -0.905, 0.434], [-0.612, 1.054, 2.056], [-0.355, 2.207, 2.308], [-1.826, 0.653, 1.617], [-2.852, 1.708, 1.576], [-3.905, 1.133, 0.662], [-1.961, -4.858, 3.367], [-3.125, -3.753, 2.532], [-1.993, -4.765, 1.602], [-1.400, -2.428, 3.534], [-0.048, -3.421, 2.794], [-1.013, -2.834, 0.531], [-1.958, -1.537, 1.280], [1.062, -1.877, 1.296], [0.057, -0.745, 0.279], [4.100, 1.150, 0.805], [4.303, 0.122, 2.305], [5.893, -0.749, 0.519], [4.556, -1.909, 0.801], [4.571, -0.826, -0.620], [-3.224, 1.879, 2.606], [-2.386, 2.616, 1.134], [-4.818, 1.744, 0.726], [-3.580, 1.174, -0.380], [-4.132, 0.089, 0.907], [0.050, -2.452, 9.619], [-0.503, -1.170, 9.752], [-1.023, -0.513, 8.634], [-0.988, -1.134, 7.376], [-1.629, -0.289, 5.903], [-0.107, 0.380, 5.212], [0.482, -0.098, 3.994], [0.811, 1.527, 6.351], [2.511, 0.908, 6.366], [2.942, -0.056, 7.279], [4.119, -0.757, 7.020], [4.906, -0.438, 5.926], [4.584, 0.677, 5.158], [3.408, 1.402, 5.401], [0.752, 2.867, 5.793], [0.439, 1.352, 7.745], [-2.115, -1.297, 4.970], [-2.509, 0.779, 6.311], [-0.327, -2.362, 7.202], [0.194, -3.021, 8.327], [0.412, -3.002, 10.486], [-0.541, -0.670, 10.738], [-1.455, 0.473, 8.742], [1.340, 0.628, 4.003], [0.734, -1.265, 4.036], [2.343, -0.262, 8.166], [4.401, -1.561, 7.685], [5.757, -1.040, 5.640], [5.229, 1.007, 4.339], [3.164, 2.310, 4.835], [-0.240, -2.776, 6.211], [0.695, -3.988, 8.202]], "mulliken_charge": [-1.563, 0.871, -0.319, -1.306, 2.961, -0.227, -0.603, -0.378, 0.212, -1.293, -0.335, -0.653, -0.108, -0.241, -1.150, 0.391, 0.306, 0.409, -0.396, 0.305, 0.397, -0.097, 0.389, 0.260, 0.290, -0.073, 0.405, 0.303, 0.325, 0.266, 0.290, 0.402, 0.296, 0.261, -0.423, -0.606, 0.077, -0.109, 1.258, -0.813, 0.348, 1.206, 0.238, -0.451, -0.370, -0.715, -0.233, -0.568, -0.698, -0.659, -0.799, -0.732, -0.308, -0.666, 0.356, 0.326, 0.376, -0.238, -0.117, 0.403, 0.400, 0.382, 0.506, 0.335, 0.337, 0.366]}

***

Entry 5:
{"formula": "C21H31ClINO2OsS3Sb", "method": "ωB97M-V/def2-TZVPD", "lumo_ev": -4.3, "energy_ha": -3307.1948, "de_lowest_ev": 0.0000, "max_force_ev_per_a": 1.4, "spin_multiplicity": 1, "total_charge": 1, "gap_ev": 6.90, "elements": ["Os", "S", "C", "S", "S", "Cl", "C", "C", "C", "I", "C", "O", "C", "N", "C", "C", "C", "C", "H", "H", "H", "H", "C", "C", "O", "H", "H", "H", "H", "H", "H", "C", "C", "C", "Sb", "C", "C", "C", "C", "C", "C", "H", "H", "H", "H", "H", "H", "H", "H", "H", "H", "H", "H", "H", "H", "H", "H", "H", "H", "H", "H", "H"], "coordinates": [[-1.214, 0.735, 1.193], [-5.330, 2.020, 2.210], [-3.882, 1.584, 1.724], [-2.396, 2.555, 1.764], [-3.391, 0.038, 1.009], [4.575, 2.906, 4.315], [3.124, 2.084, 3.871], [2.613, 1.114, 4.686], [1.410, 0.439, 4.362], [0.604, -0.936, 5.690], [0.765, 0.729, 3.192], [-0.400, 0.158, 2.771], [1.302, 1.723, 2.359], [0.557, 1.956, 1.243], [0.889, 2.958, 0.458], [2.015, 3.760, 0.710], [2.805, 3.499, 1.798], [2.455, 2.447, 2.673], [3.124, 0.872, 5.607], [0.252, 3.136, -0.399], [2.241, 4.577, 0.040], [3.673, 4.108, 2.012], [-0.611, -4.279, 2.023], [-0.103, -2.855, 1.974], [-0.975, -2.015, 1.187], [0.147, -4.930, 2.460], [-0.838, -4.647, 1.021], [-1.511, -4.356, 2.636], [0.872, -2.801, 1.493], [-0.017, -2.433, 2.975], [-1.881, -2.168, 1.491], [-2.917, -1.765, -2.231], [-1.431, -1.979, -1.943], [-0.680, -2.508, -3.163], [-0.527, -0.176, -1.198], [1.554, -0.537, -1.590], [2.442, 0.687, -1.410], [2.044, -1.711, -0.743], [-0.978, 1.412, -2.588], [-2.374, 1.984, -2.342], [-0.781, 1.002, -4.046], [-3.385, -2.727, -2.454], [-3.063, -1.121, -3.099], [-3.450, -1.327, -1.388], [-1.316, -2.678, -1.117], [-0.718, -1.818, -4.005], [-1.150, -3.441, -3.484], [0.365, -2.731, -2.948], [1.540, -0.820, -2.645], [2.543, 0.945, -0.356], [2.075, 1.559, -1.954], [3.443, 0.465, -1.787], [2.072, -1.434, 0.314], [3.058, -1.991, -1.038], [1.412, -2.595, -0.848], [-0.237, 2.177, -2.338], [-3.152, 1.262, -2.593], [-2.527, 2.868, -2.965], [-2.523, 2.284, -1.303], [-1.546, 0.293, -4.364], [0.199, 0.558, -4.230], [-0.867, 1.882, -4.688]], "mulliken_charge": [3.403, -0.129, 0.121, -0.281, -0.331, -0.225, 0.539, -0.421, -0.145, 0.081, 0.064, -0.849, 0.598, -0.318, -0.226, -0.968, -0.807, -0.037, 0.434, 0.391, 0.479, 0.477, -1.467, 0.333, -0.122, 0.428, 0.311, 0.396, 0.127, -0.180, 0.149, -1.313, 0.902, -1.309, -1.560, 0.396, -1.421, -1.504, 0.651, -1.286, -1.579, 0.456, 0.250, 0.285, 0.073, 0.224, 0.505, 0.298, 0.627, 0.279, 0.337, 0.489, 0.179, 0.540, 0.345, 0.236, 0.278, 0.436, 0.213, 0.293, 0.376, 0.478]}